130
Properties=species:S:1:pos:R:3:lowdin_charge:R:1 method="wB97M-V/def2-TZVPD" homo_lumo_gap_ev=6.478 de_lowest_kcal_mol=1079.8
H -2.695 -3.053 0.885 0.037
H -1.113 -3.701 1.985 0.110
H -2.421 4.620 -2.709 0.101
H -0.421 1.527 -3.651 0.145
H -0.775 8.144 1.461 0.054
N 2.685 -3.277 -0.672 -0.008
H -0.686 4.692 3.810 0.156
H 3.556 -3.362 -1.218 0.188
C -3.345 4.411 4.362 -0.121
H 3.468 -5.703 3.443 0.143
H 7.362 2.373 -3.366 0.080
H 1.643 2.311 2.455 0.070
H 4.517 -0.198 -4.425 0.160
H 0.362 -4.825 -5.670 0.126
H -1.558 3.862 2.609 0.063
H 2.993 -4.160 -3.253 0.103
C 2.677 -5.273 2.636 -0.022
N 6.467 0.683 -6.072 0.030
C 0.552 2.289 4.911 -0.021
H -3.037 -0.842 0.692 0.003
C 4.319 0.611 -1.753 -0.078
C -3.479 -5.360 1.366 -0.056
H 2.570 -1.459 -2.808 0.097
H -3.182 5.219 5.069 0.058
O 5.472 0.544 -2.588 -0.178
C -5.245 -1.980 0.116 -0.025
C 6.614 0.764 -4.654 -0.528
O 3.218 -3.914 2.241 -0.133
N -3.283 1.007 1.986 0.262
H -0.883 -3.498 3.634 -0.016
H 0.426 2.853 1.660 0.040
H -2.573 -5.411 0.820 0.068
O 1.029 -3.968 -3.894 -0.136
H -1.994 -3.709 -0.865 0.106
H 1.521 -3.509 1.310 0.159
C -4.446 -1.841 1.367 -0.346
C -0.159 2.583 3.513 -0.392
C -3.467 -2.973 1.599 -0.275
H -0.187 2.242 5.625 0.016
C -2.508 5.558 -2.068 -0.043
H 1.573 0.326 -0.184 0.020
C 1.245 -4.792 -5.003 -0.088
O -4.196 -4.111 1.503 -0.140
H -3.169 0.883 1.090 0.066
H 1.141 -1.309 0.111 0.128
H -3.532 5.673 1.334 0.106
C 2.922 -1.827 1.076 -0.218
H 1.997 -1.128 -1.215 -0.073
C -1.664 7.649 1.545 -0.063
C 2.366 -0.993 2.305 0.033
H -1.410 6.101 -1.792 0.150
O -0.958 1.801 0.430 0.000
O -2.404 -2.049 -0.046 -0.236
H -4.274 -6.098 1.236 0.093
H 3.535 0.144 -2.203 0.017
N 2.181 -1.395 -0.063 -0.020
H 1.271 -5.699 -4.738 0.008
H -1.907 7.478 2.574 0.065
H 2.449 -4.316 -0.252 0.229
H 5.931 0.066 -6.518 0.007
H -4.716 -1.957 -0.862 0.090
C 1.742 -3.158 -1.728 -0.281
H 2.809 -1.320 3.236 0.094
H 1.407 -1.042 2.312 -0.017
C 2.020 -4.206 -2.918 -0.124
C 1.769 -1.677 -2.119 -0.061
C -1.716 -2.643 -1.102 -0.067
O -1.771 6.566 0.594 -0.162
H 0.896 -3.372 -1.340 0.064
H 2.716 -6.007 1.948 0.017
H 3.767 -1.575 1.024 0.039
H 2.231 -4.660 -5.274 0.077
C -1.202 3.722 3.528 -0.196
H -5.950 -1.012 0.024 0.128
H 1.869 -5.095 -2.409 0.104
N -4.397 4.585 -1.022 0.069
C 5.258 0.663 -3.989 -0.239
H -2.370 -3.260 2.750 0.020
H -3.133 6.262 -2.282 -0.011
H -2.118 -2.260 -2.187 0.155
H -5.861 -2.817 0.032 0.049
H -3.340 1.867 2.356 0.094
H 6.082 1.628 -6.431 0.117
H -2.788 0.342 2.406 0.051
H -3.549 5.050 3.283 0.135
H -3.726 6.667 0.169 0.077
N -3.690 -0.682 1.309 -0.039
C -3.050 4.978 -0.738 -0.423
H 2.777 -3.738 0.314 -0.181
H -2.567 8.341 1.409 0.109
H -1.413 1.665 -1.185 -0.019
C 2.617 -3.307 1.218 -0.304
H 4.534 0.387 -0.607 0.149
H 2.227 -2.086 -0.850 -0.061
H -3.065 -3.132 2.545 0.030
H -5.081 -1.976 2.216 0.155
H 8.548 1.883 -4.775 0.100
C -0.165 0.852 0.382 -0.751
H 1.314 3.097 5.353 0.126
C -3.011 5.996 0.400 -0.240
H -1.781 0.431 -3.648 0.043
H -0.662 -2.623 -1.061 0.039
H 7.060 -0.219 -4.203 0.167
H 4.657 1.512 -4.419 0.126
H -0.899 0.015 -2.173 0.053
O -1.012 -1.698 2.893 -0.083
H -0.586 1.829 3.077 0.051
C 7.503 1.934 -4.362 -0.054
H -0.804 -1.324 1.942 0.085
H 0.976 1.281 4.915 0.063
H 3.943 1.555 -1.821 0.054
H 6.850 2.642 -4.987 0.089
H 1.678 -5.267 2.900 0.044
O -2.373 3.390 4.215 -0.205
C -1.087 0.773 -2.918 -0.117
O 1.090 1.075 0.031 0.159
H -3.218 -0.516 2.222 0.092
O -1.828 1.678 -2.050 -0.174
H -3.174 -5.710 2.380 0.092
H -2.437 4.072 -0.733 0.121
H 2.490 0.052 2.192 0.059
H -1.727 -1.471 0.266 0.020
H 1.171 -1.308 -2.805 0.047
C -1.197 -3.070 2.910 -0.166
H -4.866 5.435 -1.369 0.097
O -0.584 -0.325 0.539 -0.052
H -4.467 3.969 -1.648 -0.029
H -4.151 3.929 4.999 0.098
N 0.857 2.949 2.571 0.048
H -4.413 0.760 2.075 0.278